Formula: C16H23AlBr2FO4
Source: the Open Molecules 2025 dataset
Level of theory: the ωB97M-V functional and the def2-TZVPD basis

Last column: Mulliken charge in e.
Element x y z (Å)
C (-1.44833, 2.56122, -2.50321)  -0.5966
C (-1.54165, 1.17540, -3.38013)  0.5857
O (-2.74166, 0.86254, -3.94187)  -0.5820
O (-0.42778, 0.23697, -3.64168)  -0.2566
C (-0.66722, -1.07718, -3.00533)  -0.4033
C (0.36044, -1.38339, -1.72962)  -0.3279
C (1.29277, -0.05503, -1.48662)  0.1569
Al (2.40896, -0.15215, 0.28111)  -0.0127
C (1.18553, 0.61576, 1.74554)  0.4173
C (0.67222, -0.47354, 2.85775)  -0.8574
F (-0.02355, 1.26253, 1.15749)  -0.3596
C (3.92068, 1.27088, 0.01354)  -0.3713
Br (3.05214, 2.71869, -1.13169)  -0.3008
C (5.17184, 0.69575, -0.88104)  -0.1381
C (6.50170, 0.71865, 0.13166)  -0.9547
Br (4.80897, -1.10985, -1.67306)  -0.1920
H (-2.29929, 2.51188, -1.67302)  0.1586
H (-1.59735, 3.53595, -3.16815)  0.3049
H (-0.43740, 2.71224, -1.93214)  0.1705
H (-1.80173, -1.22629, -2.66973)  0.2252
H (-0.47207, -1.93511, -3.81185)  0.2583
H (-0.26652, -1.69212, -0.79041)  0.0774
H (1.09747, -2.25205, -2.06517)  0.1720
H (2.04944, 0.10611, -2.36854)  0.3542
H (0.57344, 0.88101, -1.31942)  -0.4318
H (2.97260, -1.60151, 0.57626)  -0.4818
H (1.79731, 1.44260, 2.30805)  0.1775
H (1.57385, -1.09849, 3.26500)  0.2606
H (-0.21332, -1.10636, 2.42364)  0.1306
H (0.20958, 0.16097, 3.75430)  0.2781
H (4.23321, 1.79274, 1.01342)  0.4371
H (5.33044, 1.43507, -1.80277)  0.3906
H (7.48436, 0.65666, -0.50666)  0.2879
H (6.34735, -0.18653, 0.86642)  0.2603
H (6.42247, 1.75980, 0.70964)  0.2905
C (-5.52236, -2.09069, 2.61923)  -0.4149
C (-4.21846, -2.38419, 2.61563)  -0.2960
C (-3.22733, -1.46218, 2.02675)  0.1685
O (-2.03390, -1.73091, 2.02124)  -0.5190
C (-3.73246, -0.20328, 1.44382)  -0.2569
C (-5.03636, 0.09022, 1.44742)  -0.3609
C (-6.02749, -0.83179, 2.03629)  0.3262
O (-7.22092, -0.56306, 2.04181)  -0.5796
H (-6.26259, -2.75618, 3.04637)  0.3824
H (-3.83212, -3.30317, 3.03992)  0.4227
H (-2.99223, 0.46221, 1.01668)  0.5825
H (-5.42270, 1.00920, 1.02312)  0.4175

**Total energy**: -6414.57822 hartree
**HOMO**: -4.76 eV
**Charge**: -1
**HOMO-LUMO gap**: 0.184 Ha

Formula: C16H23AuN8O4S
Source: the Open Molecules 2025 dataset
Level of theory: the ωB97M-V functional and the def2-TZVPD basis

Last column: Mulliken charge in e.
Element x y z (Å)
Au (1.67084, 0.42463, -0.44167)  0.3921
N (0.31101, 2.81212, 0.71487)  -0.4310
C (0.47705, 3.67550, -0.43643)  0.1660
C (-0.85051, 4.10777, -1.10668)  -1.0642
C (-1.82509, 2.95962, -1.40488)  -0.8860
C (-1.22156, 1.81029, -2.20515)  -0.3104
N (-0.50404, 2.29422, -3.38675)  0.1835
C (-0.43275, 1.74812, -4.56781)  0.8460
N (-1.21654, 0.72220, -4.94556)  -0.3957
N (0.44472, 2.25841, -5.45235)  -0.3832
C (1.49591, 3.18706, -1.50456)  0.2745
O (1.52949, 3.86778, -2.55313)  -0.7693
O (2.25332, 2.18306, -1.34155)  -0.7412
H (-0.18722, 1.94886, 0.52863)  -0.0408
H (-0.14427, 3.30076, 1.47311)  0.2769
H (0.96747, 4.58007, -0.06291)  0.4903
H (-0.62159, 4.65462, -2.02068)  0.4393
H (-1.35595, 4.81370, -0.44354)  0.4995
H (-2.69834, 3.35901, -1.92608)  0.4772
H (-2.18325, 2.52227, -0.47068)  0.2815
H (-1.99824, 1.10211, -2.49106)  0.4519
H (-0.51695, 1.25271, -1.58762)  -0.1217
H (0.20869, 3.02213, -3.19585)  0.0097
H (-1.75700, 0.23954, -4.24978)  0.1852
H (-0.99783, 0.21248, -5.78186)  0.2231
H (1.13684, 2.90963, -5.11318)  0.2187
H (0.58997, 1.82959, -6.34657)  0.1888
N (-1.31556, -2.46532, 6.23341)  -0.5708
C (-1.20925, -2.21249, 4.86950)  1.0191
C (-1.54414, -3.19709, 3.93820)  -0.7423
C (-1.38665, -2.96508, 2.58449)  -0.1977
C (-0.90388, -1.74228, 2.14747)  -0.2090
C (-0.56454, -0.75381, 3.06187)  -0.3193
C (-0.71267, -0.98765, 4.41487)  -0.8915
S (-0.70445, -1.42470, 0.42846)  1.2757
O (-1.17394, -0.06806, 0.20782)  -0.6341
O (-1.35479, -2.46761, -0.31338)  -0.7520
N (0.90531, -1.37376, 0.15449)  -0.4611
C (1.68313, -2.49156, 0.34232)  0.6712
N (2.97798, -2.34866, 0.02003)  -0.4480
C (3.74892, -3.40778, 0.20164)  -0.1489
C (3.27690, -4.61274, 0.70013)  -0.6420
C (1.92920, -4.64300, 1.00835)  -0.1011
N (1.12536, -3.60306, 0.83712)  -0.3693
H (-1.96631, -3.18995, 6.48841)  0.2281
H (-1.39868, -1.65066, 6.81907)  0.2307
H (-1.92157, -4.15241, 4.28395)  0.2789
H (-1.62917, -3.72378, 1.85378)  0.4682
H (-0.17829, 0.19555, 2.71055)  0.3922
H (-0.44035, -0.22146, 5.13121)  0.2924
H (4.79489, -3.28500, -0.06207)  0.3942
H (3.92040, -5.46760, 0.84364)  0.3691
H (1.46793, -5.53833, 1.41439)  0.4063

**Total energy**: -1896.45003 hartree
**HOMO**: -7.72 eV
**Charge**: 0
**ΔE to the lowest compared entry with this formula, charge and spin**: 13.63 kJ/mol
**HOMO-LUMO gap**: 0.287 Ha